Entry 1:
Below is C5H9NO2 as an isolated structure in a non-equilibrium geometry, with properties calculated with wB97M-V/def2-TZVPD.

```
17
Properties=species:S:1:pos:R:3:forces:R:3
C -0.281 0.126 -0.034 -3.3 -4.2 -0.9
C -0.570 0.747 1.317 0.8 -0.6 -0.1
C -0.476 0.994 -1.253 0.0 0.4 -0.1
N 0.765 -0.872 -0.178 4.0 1.3 1.7
C -1.004 -1.522 -0.002 -3.9 4.0 -0.4
C 1.992 -0.355 0.248 1.2 -0.7 -1.2
O -1.675 -1.925 0.903 1.1 -0.4 0.4
O 3.009 -0.543 -0.378 0.0 0.0 0.5
H 0.892 -1.391 -1.043 -0.2 0.6 -0.1
H -1.123 -1.932 -1.021 1.0 -0.3 0.1
H 1.973 0.274 1.146 -0.2 -0.1 0.1
H -0.303 0.066 2.124 0.0 -0.1 0.0
H -1.642 0.923 1.412 0.1 0.2 -0.1
H 0.007 1.660 1.473 -0.2 0.2 -0.1
H 0.175 0.750 -2.099 -0.1 -0.3 0.2
H -0.229 2.028 -1.014 -0.1 0.2 0.1
H -1.511 0.973 -1.601 0.0 0.0 0.0
```
Forces are in eV/Å.

Energy relative to the best compared isomer or geometry (same formula, charge and spin) (eV): 3.238
Gap between HOMO and LUMO (eV): 9.11

Entry 2:
Below is an isolated ion of composition C3H8NO2 and charge +1 in a non-equilibrium geometry, with properties calculated with wB97M-V/def2-TZVPD.

```
14
Properties=species:S:1:pos:R:3:forces:R:3
C -1.914 -0.313 0.569 2.1 1.1 -1.4
C -0.945 0.274 -0.590 -2.2 0.7 0.5
N 0.433 -0.010 -0.223 1.7 -2.8 -0.2
O 0.623 -1.611 -0.462 -2.7 4.0 0.7
C 1.420 0.767 0.094 1.4 -2.9 -1.2
O 2.626 0.222 0.279 -1.2 0.5 0.4
H -1.816 -1.359 0.550 0.4 -1.3 0.4
H -1.444 0.168 1.413 -0.2 -0.4 0.8
H -2.966 -0.120 0.593 -0.4 0.8 -0.7
H -1.212 1.367 -0.694 1.2 -0.9 0.4
H -0.979 -0.106 -1.600 -0.7 -0.5 -0.1
H 1.515 -1.937 -0.473 1.7 0.7 0.3
H 1.383 1.804 -0.103 -0.7 1.2 0.6
H 3.274 0.855 0.645 -0.3 -0.2 -0.3
```
Forces are in eV/Å.

Net charge: +1
Energy relative to the best compared isomer or geometry (same formula, charge and spin) (eV): 4.463
Gap between HOMO and LUMO (eV): 10.80

Entry 3:
Below is a 2-piece molecular cluster, C7H11NO2S3 overall in a non-equilibrium geometry, with properties calculated with wB97M-V/def2-TZVPD.

```
24
Properties=species:S:1:pos:R:3:forces:R:3
C 1.894 0.005 -1.263 1.0 0.8 1.0
C 0.839 -0.817 -1.764 -2.5 -0.5 -1.8
C -0.450 -0.141 -1.133 1.2 -1.6 -2.5
C -0.286 1.488 0.597 -2.4 2.5 -1.6
C -1.558 -2.712 1.101 1.4 -1.3 1.1
C 1.014 2.272 0.410 1.8 -2.4 -0.5
C -1.692 -1.298 1.347 0.0 1.6 -2.1
N -0.120 0.107 0.163 -1.0 0.2 4.0
O 2.912 -0.372 -0.809 1.4 0.0 0.4
O 2.957 2.429 -1.561 1.3 0.6 -0.1
S -2.676 -1.803 -0.041 -0.3 -0.4 1.9
S -2.076 -0.467 2.869 0.0 -0.4 -1.1
S 1.611 1.896 -1.411 -1.3 0.5 1.1
H 0.814 -0.732 -2.877 -0.1 0.0 0.6
H 0.962 -1.882 -1.548 0.1 0.3 0.3
H -0.622 0.749 -1.723 -0.7 0.3 -0.2
H -1.259 -0.900 -1.284 0.0 0.7 0.1
H -0.674 1.742 1.595 0.3 -1.1 0.1
H -1.144 2.127 -0.052 1.9 -1.8 1.1
H -0.634 -3.211 0.696 -0.9 1.0 0.0
H -1.910 -3.296 1.982 -0.4 0.0 -1.0
H 1.002 3.323 0.619 -0.6 0.7 -0.6
H 1.856 1.919 1.075 -0.8 -0.2 -0.8
H -0.761 -0.424 3.012 0.5 0.3 0.7
```
Forces are in eV/Å.

Energy relative to the best compared isomer or geometry (same formula, charge and spin) (eV): 3.743
Gap between HOMO and LUMO (spin up / spin down) (eV): 7.54 / 7.39

Entry 4:
Below is C9H20BrNPt as an isolated structure in a non-equilibrium geometry, with properties calculated with wB97M-V/def2-TZVPD.

```
32
Properties=species:S:1:pos:R:3:forces:R:3
C -1.467 -1.649 -3.319 1.6 -0.7 0.3
C -1.361 -1.262 -1.810 -0.5 1.7 -0.5
C -0.503 0.026 -1.535 -1.0 0.0 1.1
N -0.455 0.417 0.010 0.5 2.5 -0.3
C -0.277 -0.743 0.944 0.6 -0.4 -1.3
C 0.089 -0.424 2.337 0.7 0.5 1.2
C 1.277 0.576 2.502 -1.7 -0.4 0.2
C 1.041 1.811 1.653 -0.2 0.0 -0.5
C 0.755 1.481 0.158 -0.3 -1.6 1.1
C -1.734 1.204 0.432 0.7 -1.7 -1.3
H -2.269 -2.339 -3.581 -0.3 0.4 0.5
H -0.581 -2.215 -3.607 0.3 0.0 0.0
H -1.463 -0.800 -4.003 -0.4 0.2 0.3
H -1.125 -2.035 -1.078 0.0 -0.3 -0.7
H -2.364 -0.885 -1.608 -0.2 -0.3 0.6
H -1.054 0.868 -1.955 0.2 0.0 -0.2
H 0.515 0.112 -1.913 0.0 -0.6 0.1
H 0.583 -1.325 0.612 -0.2 -0.2 -0.9
H -1.194 -1.330 0.898 0.2 -0.1 -0.1
H 0.409 -1.371 2.770 -0.3 -0.1 0.2
H -0.813 -0.113 2.864 0.3 0.3 0.4
H 2.263 0.167 2.283 -0.1 -0.4 -0.3
H 1.322 0.812 3.566 0.0 0.3 -0.1
H 1.937 2.408 1.824 -0.1 0.4 -0.8
H 0.204 2.439 1.958 0.0 -0.1 0.5
H 1.576 0.919 -0.285 0.1 0.4 -0.1
H 0.495 2.382 -0.398 -0.1 -0.3 -0.2
H -1.887 2.005 -0.292 0.4 0.4 0.5
H -1.619 1.453 1.487 -0.4 0.2 -0.4
H -2.543 0.508 0.212 -0.2 0.0 0.6
Pt 6.212 -2.356 -0.614 -2.7 2.0 0.1
Br 4.030 -0.742 -0.512 2.9 -2.1 -0.1
```
Forces are in eV/Å.

Net charge: +2
Energy relative to the best compared isomer or geometry (same formula, charge and spin) (eV): 1.711
Gap between HOMO and LUMO (spin up / spin down) (eV): 6.53 / 4.81
Multiplicity: 3

Please write out number 1 again, unchanged.
Below is C5H9NO2 as an isolated structure in a non-equilibrium geometry, with properties calculated with wB97M-V/def2-TZVPD.

```
17
Properties=species:S:1:pos:R:3:forces:R:3
C -0.281 0.126 -0.034 -3.3 -4.2 -0.9
C -0.570 0.747 1.317 0.8 -0.6 -0.1
C -0.476 0.994 -1.253 0.0 0.4 -0.1
N 0.765 -0.872 -0.178 4.0 1.3 1.7
C -1.004 -1.522 -0.002 -3.9 4.0 -0.4
C 1.992 -0.355 0.248 1.2 -0.7 -1.2
O -1.675 -1.925 0.903 1.1 -0.4 0.4
O 3.009 -0.543 -0.378 0.0 0.0 0.5
H 0.892 -1.391 -1.043 -0.2 0.6 -0.1
H -1.123 -1.932 -1.021 1.0 -0.3 0.1
H 1.973 0.274 1.146 -0.2 -0.1 0.1
H -0.303 0.066 2.124 0.0 -0.1 0.0
H -1.642 0.923 1.412 0.1 0.2 -0.1
H 0.007 1.660 1.473 -0.2 0.2 -0.1
H 0.175 0.750 -2.099 -0.1 -0.3 0.2
H -0.229 2.028 -1.014 -0.1 0.2 0.1
H -1.511 0.973 -1.601 0.0 0.0 0.0
```
Forces are in eV/Å.

Energy relative to the best compared isomer or geometry (same formula, charge and spin) (eV): 3.238
Gap between HOMO and LUMO (eV): 9.11